# C30H31AsBF4N2O3PPdS

A molecular structure, C30H31AsBF4N2O3PPdS (ωB97M-V/def2-TZVPD, the Open Molecules 2025 dataset).

```
75
Properties=species:S:1:pos:R:3:forces:R:3
Pd 1.464 -0.889 -0.489 0.488 -0.359 0.058
C -4.238 0.543 -3.033 0.055 -0.004 0.013
S -4.886 -0.138 -1.511 0.013 -0.104 -0.019
O -6.312 0.180 -1.532 -0.024 0.021 -0.004
O -4.628 -1.579 -1.621 0.091 0.048 0.021
O -4.126 0.512 -0.457 -0.067 0.044 0.066
H -4.797 0.135 -3.874 0.012 -0.015 0.011
H -3.183 0.275 -3.096 0.002 0.003 -0.012
H -4.346 1.626 -3.000 -0.017 -0.001 -0.001
C -1.980 -3.341 -2.457 -0.063 0.105 0.006
C -1.804 -3.134 -3.956 -0.037 0.047 -0.026
As -2.571 -4.580 -5.056 0.025 -0.004 0.049
C -2.855 -3.524 -6.686 -0.021 -0.021 -0.026
C -1.908 -2.596 -7.113 0.005 -0.014 -0.005
C -2.089 -1.890 -8.296 0.006 0.002 0.010
C -3.218 -2.104 -9.071 -0.005 -0.003 -0.005
C -4.167 -3.029 -8.656 0.006 0.005 -0.008
C -3.984 -3.733 -7.475 -0.004 0.007 0.012
C -4.412 -4.542 -4.407 0.008 -0.001 0.010
C -4.996 -3.382 -3.909 0.016 -0.025 -0.024
C -6.280 -3.404 -3.386 -0.054 -0.008 -0.003
C -7.006 -4.588 -3.395 0.005 0.006 -0.010
C -6.440 -5.750 -3.901 0.017 -0.008 -0.011
C -5.139 -5.729 -4.391 -0.024 -0.008 -0.026
P -1.196 -1.904 -1.573 0.005 -0.130 -0.122
C 0.561 -2.450 -1.627 -0.123 0.177 0.064
C 1.444 -1.730 -2.488 -0.102 0.170 0.064
C 2.736 -2.259 -2.753 0.028 -0.004 -0.007
C 3.130 -3.461 -2.225 -0.004 0.012 -0.008
C 2.247 -4.199 -1.407 -0.018 -0.001 0.001
C 1.003 -3.707 -1.114 0.000 -0.016 -0.022
C -1.645 -2.280 0.167 -0.075 0.020 0.009
C -1.346 -1.315 1.130 0.048 0.125 0.033
C -1.688 -1.497 2.461 0.050 -0.041 -0.011
C -2.353 -2.651 2.857 0.004 0.016 -0.015
C -2.687 -3.603 1.905 -0.011 -0.016 0.008
C -2.345 -3.414 0.571 0.082 -0.043 0.024
H -1.555 -4.298 -2.135 0.011 0.015 -0.004
H -3.038 -3.305 -2.199 -0.046 -0.049 0.029
H -0.742 -3.073 -4.213 -0.005 -0.018 -0.005
H -2.269 -2.192 -4.258 0.033 0.012 0.000
H -1.025 -2.406 -6.515 0.007 0.000 0.003
H -1.347 -1.163 -8.604 0.001 0.001 0.000
H -3.364 -1.547 -9.989 0.000 0.000 0.000
H -5.059 -3.195 -9.248 0.000 -0.001 0.001
H -4.741 -4.438 -7.148 -0.001 0.006 -0.001
H -4.440 -2.456 -3.862 -0.036 -0.006 0.000
H -6.677 -2.502 -2.935 0.011 -0.003 -0.012
H -8.008 -4.609 -2.982 -0.001 -0.001 -0.002
H -7.000 -6.678 -3.894 0.000 -0.005 0.001
H -4.683 -6.644 -4.755 0.002 -0.009 0.005
H 1.066 -0.920 -3.103 -0.020 -0.016 -0.012
H 3.410 -1.698 -3.389 -0.004 0.002 0.001
H 4.123 -3.843 -2.429 -0.003 -0.001 -0.001
H 2.563 -5.150 -0.994 -0.001 0.002 0.001
H 0.327 -4.276 -0.483 0.004 -0.001 0.008
H -0.850 -0.395 0.832 -0.019 -0.061 -0.040
H -1.441 -0.729 3.184 -0.010 -0.011 -0.002
H -2.632 -2.794 3.894 0.005 -0.001 -0.004
H -3.232 -4.494 2.195 -0.004 0.003 0.001
H -2.643 -4.158 -0.154 0.001 -0.015 -0.012
N 1.607 -2.691 2.154 -0.095 0.030 -0.036
C 2.422 -3.394 2.961 0.015 -0.021 0.021
C 3.660 -2.798 2.882 -0.032 -0.010 -0.005
C 3.487 -1.724 1.987 0.012 0.024 -0.011
N 2.237 -1.673 1.555 -0.113 0.108 0.050
H 0.624 -2.825 1.968 -0.002 0.010 -0.003
H 2.062 -4.243 3.518 0.000 0.002 0.000
H 4.560 -3.088 3.397 -0.002 0.000 -0.003
H 4.203 -0.993 1.646 -0.003 0.003 -0.001
F 3.929 1.840 2.314 0.002 0.004 -0.018
B 4.390 1.588 1.011 0.027 0.003 0.002
F 5.555 0.783 1.078 0.002 -0.011 0.011
F 4.682 2.793 0.355 0.001 -0.022 0.004
F 3.400 0.873 0.288 -0.055 0.053 -0.058
```
Forces are in eV/Å.

As for the lowest unoccupied orbital energy: 0.1476 Ha. The energy above the lowest of the compared OMol25 structures with the same formula, charge and spin comes out at 9.4 kcal/mol. The HOMO energy is -2.446 eV. The total energy comes out at -136733.1884 eV. As for the charge: -2.

=====

# C4H5O2Ru

A molecular structure, C4H5O2Ru at a distorted geometry (ωB97M-V/def2-TZVPD, the Open Molecules 2025 dataset).

```
12
Properties=species:S:1:pos:R:3:forces:R:3
H -1.306 2.270 -0.516 0.432 0.013 0.012
C -0.495 1.496 0.458 0.563 0.460 -0.738
C -0.548 1.187 -0.892 -0.496 -0.067 3.035
O -0.747 0.237 -1.603 0.451 1.263 2.637
Ru -1.012 -0.329 -3.370 -0.698 -1.942 -5.439
H 0.280 2.188 0.799 -0.183 0.704 0.006
O -2.314 0.979 2.669 2.840 -0.460 -1.639
C -1.323 0.691 2.002 -1.747 -0.322 1.524
C -0.262 -0.098 1.732 -0.701 -0.821 0.460
H -2.616 1.911 2.596 -1.283 1.046 0.309
H -0.444 -1.007 1.145 0.128 -0.150 -0.291
H 0.640 -0.008 2.345 0.696 0.276 0.123
```
Forces are in eV/Å.

As for the lowest unoccupied orbital energy (spin up / spin down): -0.7508 / -0.8068 Ha. The energy above the lowest of the compared OMol25 structures with the same formula, charge and spin comes out at 16.1 kcal/mol. Its expectation value of S² is 8.77. The HOMO energy (spin up / spin down) is -28.621 / -29.298 eV. The total energy comes out at -10838.2041 eV. As for the multiplicity: 6. As for the charge: +4.

=====

# C3H6N2O

A single C3H6N2O molecule at a distorted geometry (ωB97M-V/def2-TZVPD, the Open Molecules 2025 dataset).

```
12
Properties=species:S:1:pos:R:3:forces:R:3
H 0.269 -1.546 0.409 -1.265 0.360 2.570
N -0.253 -1.460 1.446 -0.400 4.590 1.354
C -0.392 -0.141 1.689 1.097 -4.646 -3.319
N 0.158 0.696 0.591 -4.209 6.379 5.149
C 0.103 0.276 -0.620 0.663 -3.255 -5.006
C 0.081 1.196 -1.806 2.651 -1.692 -0.599
O 0.329 -0.918 -0.901 -0.007 0.138 -0.321
H -1.007 0.548 2.349 0.897 -1.711 -0.092
H -0.459 1.724 0.695 2.839 -3.407 -0.634
H 1.170 1.611 -1.464 -2.453 0.076 -2.044
H -0.747 1.863 -1.790 -0.229 1.075 -0.026
H 0.057 0.504 -2.831 0.417 2.092 2.968
```
Forces are in eV/Å.

As for the lowest unoccupied orbital energy: 0.0123 Ha. The energy above the lowest of the compared OMol25 structures with the same formula, charge and spin comes out at 89.5 kcal/mol. Its SMILES is [H]/N=C\NC(C)=O. The HOMO energy is -9.010 eV. The total energy comes out at -8232.8192 eV.

=====

# C5H13N3

2 unconnected molecules or ions with the total composition C5H13N3 at a distorted geometry (ωB97M-V/def2-TZVPD, the Open Molecules 2025 dataset).

```
21
Properties=species:S:1:pos:R:3:forces:R:3
C -1.581 0.883 -0.669 0.165 0.287 0.294
C -0.260 1.085 -0.753 0.020 2.907 -0.543
N 0.486 2.189 -0.062 -0.166 -2.532 0.133
C -0.036 3.304 0.161 -1.003 0.209 -0.339
H -2.107 0.298 -1.401 0.024 -0.399 -0.069
H -2.161 1.253 0.164 -0.077 0.323 0.000
H 0.313 0.737 -1.601 0.019 -0.203 0.048
H 0.480 4.026 0.786 0.265 0.107 -0.133
H -1.019 3.606 -0.234 0.065 -0.172 0.123
C 0.226 -2.464 -0.701 0.356 0.142 0.098
C 1.291 -1.668 0.041 -0.091 -0.023 0.338
N 0.728 -0.431 0.585 0.507 -0.530 0.939
N -0.231 -0.726 1.629 0.513 0.013 -0.264
H -0.560 -2.764 -0.015 -0.116 -0.078 0.046
H 0.674 -3.356 -1.134 -0.052 -0.084 -0.043
H -0.208 -1.865 -1.495 -0.113 0.046 -0.156
H 1.719 -2.294 0.843 -0.011 0.135 -0.185
H 2.093 -1.371 -0.640 0.001 -0.040 0.021
H 1.458 0.164 0.974 -0.206 -0.197 -0.112
H -0.157 0.011 2.327 -0.059 -0.088 -0.140
H -1.149 -0.617 1.195 -0.042 0.178 -0.054
```
Forces are in eV/Å.

As for the lowest unoccupied orbital energy: 0.0398 Ha. The energy above the lowest of the compared OMol25 structures with the same formula, charge and spin comes out at 81.9 kcal/mol. Its SMILES is C=CN=C.CCNN. The HOMO energy is -7.834 eV. The total energy comes out at -9862.8156 eV.